ORCA calculation (the ωB97M-V functional and the def2-TZVPD basis) on a 7-piece molecular cluster, C15H26Cl6N2O9 overall in a non-equilibrium geometry.

The calculation puts the frontier orbital gap (spin up / spin down) at 2.32 / 8.84 eV.

The geometry in ORCA input format:
```
! wB97M-V def2-TZVPD RIJCOSX def2/J DEFGRID3
* xyz -1 2
C -1.013 3.174 -5.661
C -2.077 2.937 -6.652
N -2.903 2.828 -7.507
H -1.452 3.693 -4.809
H -0.310 3.780 -6.233
H -0.563 2.209 -5.426
C 2.417 -2.496 0.587
C 1.988 -2.744 -0.781
N 1.614 -2.977 -1.871
H 3.415 -2.059 0.560
H 2.467 -3.432 1.144
H 1.824 -1.745 1.112
C -4.682 -3.142 0.697
O -4.741 -4.114 1.752
C -4.444 -3.757 3.001
O -4.155 -2.600 3.291
O -4.590 -4.815 3.820
C -4.430 -4.721 5.201
H -3.669 -2.894 0.381
H -5.107 -2.197 1.035
H -5.327 -3.436 -0.132
H -3.533 -4.181 5.504
H -4.501 -5.712 5.649
H -5.273 -4.139 5.577
C 1.785 5.754 -0.018
O 0.930 4.789 -0.559
C 0.085 4.115 0.256
O 0.162 4.115 1.494
O -0.734 3.479 -0.545
C -1.991 2.795 -0.130
H 2.595 5.281 0.536
H 1.203 6.453 0.583
H 2.265 6.276 -0.846
H -1.882 2.249 0.807
H -2.560 2.151 -0.801
H -2.659 3.645 0.011
C 3.955 -1.414 4.478
O 3.181 -0.346 3.954
C 3.474 0.160 2.778
O 4.481 -0.094 2.135
O 2.438 0.849 2.373
C 2.513 1.608 1.167
H 3.577 -2.346 4.058
H 3.927 -1.380 5.567
H 5.017 -1.327 4.248
H 1.505 2.022 1.147
H 2.781 1.066 0.260
H 3.167 2.441 1.425
C -0.893 -0.325 -1.956
Cl -1.545 0.934 -2.964
Cl -2.142 -1.261 -1.161
Cl 0.234 0.376 -0.707
H -0.227 -1.028 -2.457
C 2.969 -1.684 -4.970
Cl 3.154 -3.365 -5.538
Cl 1.211 -1.349 -4.912
Cl 3.750 -0.496 -6.012
H 3.321 -1.604 -3.941
*
```

=====

ORCA calculation (the ωB97M-V functional and the def2-TZVPD basis) on a 7-piece molecular cluster, C29H31Br4F4NO2 overall in a non-equilibrium geometry.

The calculation puts the frontier orbital gap (spin up / spin down) at 7.65 / 2.79 eV.

The geometry in ORCA input format:
```
! wB97M-V def2-TZVPD RIJCOSX def2/J DEFGRID3
* xyz 1 2
C 4.269 -1.091 -2.556
N 5.377 -2.027 -2.255
O 5.281 -2.658 -1.226
O 6.229 -2.221 -3.126
H 3.348 -1.242 -1.992
H 4.137 -0.947 -3.629
H 4.701 -0.232 -2.043
Br -3.178 0.781 -3.801
C -2.688 2.700 -3.648
C -3.936 3.391 -3.112
Br -5.311 3.310 -4.590
H -2.324 3.008 -4.628
H -1.910 2.860 -2.900
H -3.795 4.472 -3.143
H -4.300 3.061 -2.139
Br -0.566 -5.159 -5.948
C -0.634 -5.289 -3.972
C 0.029 -6.603 -3.500
Br 0.093 -6.964 -1.649
H -1.665 -5.166 -3.642
H -0.037 -4.458 -3.595
H 1.067 -6.705 -3.815
H -0.569 -7.428 -3.889
F -2.342 2.829 1.804
C -1.682 2.437 2.901
C -2.241 1.400 3.600
C -1.598 0.924 4.770
C -0.356 1.394 5.139
C 0.241 2.439 4.401
C -0.387 2.908 3.249
H -3.149 0.876 3.343
H -2.016 0.090 5.313
H 0.115 1.005 6.030
H 1.173 2.898 4.693
H -0.007 3.790 2.754
F -3.260 -5.667 4.042
C -2.863 -5.017 2.886
C -3.170 -3.737 2.561
C -2.455 -3.100 1.500
C -1.457 -3.791 0.779
C -1.279 -5.112 1.061
C -2.015 -5.758 2.074
H -3.964 -3.173 3.028
H -2.637 -2.055 1.301
H -0.807 -3.278 0.086
H -0.526 -5.616 0.474
H -1.799 -6.797 2.273
F 0.155 -1.863 -2.409
C 0.043 -0.646 -1.818
C 0.764 0.423 -2.246
C 0.566 1.669 -1.778
C -0.287 1.823 -0.721
C -1.022 0.793 -0.281
C -0.847 -0.478 -0.796
H 1.565 0.254 -2.950
H 1.198 2.493 -2.077
H -0.454 2.794 -0.279
H -1.780 0.943 0.474
H -1.474 -1.293 -0.466
F 1.684 4.636 -0.654
C 2.324 4.739 0.538
C 3.194 3.743 0.793
C 3.950 3.850 2.005
C 3.806 4.944 2.840
C 2.860 5.865 2.570
C 2.095 5.830 1.373
H 3.293 2.897 0.130
H 4.519 3.020 2.397
H 4.492 5.015 3.671
H 2.867 6.687 3.270
H 1.352 6.582 1.150
*
```

=====

ORCA calculation (the ωB97M-V functional and the def2-TZVPD basis) on a 2-piece molecular cluster, C32H44N3 overall in a non-equilibrium geometry.

The calculation puts the frontier orbital gap at 4.99 eV.

The geometry in ORCA input format:
```
! wB97M-V def2-TZVPD RIJCOSX def2/J DEFGRID3
* xyz 1 1
C 0.386 3.246 4.199
C 0.912 2.212 5.181
C 1.692 1.092 4.497
N 1.085 0.582 3.283
C 1.617 -0.534 2.685
C 1.100 -1.063 1.524
C 1.318 -2.473 1.118
C 2.316 -3.262 2.006
C 3.352 -2.386 2.711
C 2.714 -1.216 3.462
C 0.245 1.409 2.451
C -0.468 2.572 3.134
H -0.218 3.987 4.725
H 1.224 3.766 3.722
H 1.580 2.681 5.910
H 0.079 1.771 5.742
H 2.715 1.457 4.292
H 1.789 0.272 5.225
H 0.411 -0.502 0.896
H 0.357 -3.015 1.133
H 1.638 -2.507 0.067
H 1.730 -3.785 2.771
H 2.815 -4.039 1.417
H 3.923 -2.988 3.426
H 4.064 -1.993 1.977
H 3.510 -0.510 3.748
H 2.296 -1.602 4.407
H 0.852 1.812 1.620
H -0.541 0.770 2.034
H -1.394 2.189 3.583
H -0.762 3.286 2.357
C -5.962 -2.451 -1.736
N -5.718 -1.208 -1.040
C -6.750 -0.879 -0.083
C -6.624 0.538 0.447
C -5.198 0.834 0.900
C -4.157 0.351 -0.056
C -4.514 -0.578 -1.079
C -3.572 -0.844 -2.111
C -2.289 -0.363 -2.020
C -1.831 0.315 -0.845
C -0.463 0.618 -0.601
C 0.610 0.341 -1.502
C 1.668 1.279 -1.656
C 2.700 1.075 -2.555
C 2.696 -0.093 -3.367
N 3.633 -0.264 -4.336
C 3.679 -1.492 -5.099
C 4.815 0.562 -4.429
C 4.534 2.008 -4.039
C 3.779 2.099 -2.714
C 1.670 -1.055 -3.187
C 0.679 -0.863 -2.258
C -2.839 0.758 0.062
H -5.085 -2.780 -2.295
H -6.235 -3.244 -1.019
H -6.804 -2.328 -2.432
H -7.717 -1.024 -0.583
H -6.717 -1.600 0.754
H -6.926 1.243 -0.336
H -7.317 0.661 1.282
H -5.089 1.914 1.055
H -5.023 0.367 1.880
H -3.879 -1.402 -2.999
H -1.597 -0.516 -2.846
H -0.293 1.398 0.137
H 1.637 2.197 -1.065
H 2.702 -1.705 -5.552
H 4.420 -1.368 -5.896
H 3.968 -2.355 -4.477
H 5.613 0.153 -3.780
H 5.168 0.498 -5.466
H 5.489 2.536 -3.966
H 3.949 2.487 -4.835
H 3.345 3.101 -2.629
H 4.498 2.004 -1.886
H 1.636 -1.937 -3.822
H -0.070 -1.641 -2.105
H -2.552 1.427 0.881
*
```

=====

ORCA calculation (the ωB97M-V functional and the def2-TZVPD basis) on C9H18FO9Rb as an isolated structure in a non-equilibrium geometry.

The calculation puts the frontier orbital gap at 8.02 eV.

The geometry in ORCA input format:
```
! wB97M-V def2-TZVPD RIJCOSX def2/J DEFGRID3
* xyz 0 1
Rb -2.931 0.210 -4.118
F -0.562 0.089 -2.633
C 1.366 2.624 2.814
O 0.007 3.058 2.904
C -0.800 2.884 1.863
O -1.815 3.502 1.734
O -0.347 1.914 1.057
C -1.078 1.645 -0.127
H 1.927 3.173 3.570
H 1.818 2.900 1.863
H 1.437 1.558 3.018
H -0.529 2.002 -0.996
H -2.018 2.200 -0.119
H -1.289 0.588 -0.228
C 5.748 -2.587 -1.833
O 5.120 -1.658 -0.960
C 3.987 -1.133 -1.437
O 3.624 -1.155 -2.577
O 3.326 -0.570 -0.426
C 2.169 0.193 -0.736
H 6.195 -2.034 -2.659
H 5.035 -3.320 -2.200
H 6.528 -3.082 -1.264
H 2.373 0.938 -1.502
H 1.939 0.752 0.173
H 1.317 -0.436 -0.976
C -4.045 0.033 1.950
O -3.499 -0.959 1.094
C -4.370 -1.716 0.433
O -5.529 -1.842 0.690
O -3.803 -2.410 -0.563
C -2.462 -2.111 -0.977
H -4.618 -0.410 2.761
H -4.611 0.760 1.372
H -3.210 0.561 2.406
H -1.764 -2.153 -0.149
H -2.421 -1.149 -1.489
H -2.215 -2.856 -1.730
*
```

=====

ORCA calculation (the ωB97M-V functional and the def2-TZVPD basis) on a 3-piece molecular cluster, C10H30O13P4 overall in a non-equilibrium geometry.

The calculation puts the frontier orbital gap at 6.31 eV. Its SMILES is O=C(O)CCC[PH3]P(=O)(O)O.COP(=O)(OC)OC.COP(=O)(OC)OC.

The geometry in ORCA input format:
```
! wB97M-V def2-TZVPD RIJCOSX def2/J DEFGRID3
* xyz 0 1
O 1.228 -1.555 2.004
C 1.494 -1.166 0.747
O 0.986 -2.027 -0.361
C 2.320 0.236 0.451
C 1.346 1.319 -0.370
C 0.239 2.042 0.637
P -1.532 1.389 0.203
P -3.429 0.389 -0.360
O -4.667 1.365 -0.257
O -3.533 -1.025 0.677
O -3.149 -0.232 -1.993
H 1.047 -1.533 -1.241
H 2.566 0.759 1.485
H 3.341 0.048 -0.106
H 1.991 2.184 -0.876
H 0.818 0.679 -1.221
H 0.524 1.747 1.753
H 0.292 3.214 0.553
H -2.066 1.832 1.470
H -0.896 0.083 -0.015
H -1.612 2.311 -0.922
H -2.968 -0.876 1.515
H -2.265 -0.740 -1.920
C 1.242 -3.509 8.201
O 1.597 -3.169 6.870
P 3.305 -3.023 6.632
O 3.264 -1.709 7.425
O 3.087 -2.686 5.025
C 1.806 -2.655 4.430
O 5.012 -2.876 6.394
C 5.554 -1.575 6.216
H 0.158 -3.654 8.247
H 1.737 -4.440 8.489
H 1.514 -2.714 8.892
H 1.186 -1.872 4.880
H 1.327 -3.635 4.505
H 1.923 -2.424 3.365
H 5.536 -1.022 7.161
H 5.014 -1.026 5.443
H 6.598 -1.677 5.910
C -4.158 1.014 -4.624
O -3.803 1.354 -5.955
P -2.095 1.500 -6.193
O -2.136 2.814 -5.400
O -2.313 1.837 -7.800
C -3.594 1.868 -8.395
O -0.388 1.646 -6.431
C 0.154 2.947 -6.609
H -5.242 0.869 -4.578
H -3.663 0.083 -4.336
H -3.886 1.808 -3.933
H -4.214 2.650 -7.945
H -4.073 0.888 -8.320
H -3.477 2.099 -9.460
H 0.136 3.501 -5.664
H -0.386 3.497 -7.382
H 1.198 2.846 -6.915
*
```

=====

ORCA calculation (the ωB97M-V functional and the def2-TZVPD basis) on a 2-piece molecular cluster, C2H5O2 overall in a non-equilibrium geometry.

The calculation puts the frontier orbital gap at 5.99 eV.

The geometry in ORCA input format:
```
! wB97M-V def2-TZVPD RIJCOSX def2/J DEFGRID3
* xyz -1 1
O 1.050 2.391 0.359
H 1.013 1.995 -0.521
C 0.303 -0.727 -0.774
C -0.427 -0.354 0.258
O -1.385 -1.199 0.788
H 0.796 0.059 -1.323
H 0.347 -1.729 -1.183
H -0.419 0.653 0.656
H -1.278 -1.089 1.741
*
```

=====

ORCA calculation (the ωB97M-V functional and the def2-TZVPD basis) on a 2-piece molecular cluster, C10H17N2O overall in a non-equilibrium geometry.

The calculation puts the frontier orbital gap at 6.27 eV.

The geometry in ORCA input format:
```
! wB97M-V def2-TZVPD RIJCOSX def2/J DEFGRID3
* xyz 1 1
C -4.848 0.405 -0.038
C -3.943 1.053 0.748
C -4.577 -0.907 -0.548
C -2.477 0.756 0.680
C -3.329 -1.404 -0.441
C -2.196 -0.634 0.181
C 1.980 1.370 -1.331
C 3.268 0.242 0.715
C -0.909 -1.070 0.063
C 2.542 0.154 -0.700
N 2.598 -1.054 -1.160
N 3.351 -1.187 1.129
O 0.218 -0.523 0.649
H -5.789 0.717 -0.238
H -4.084 1.910 1.307
H -5.244 -1.624 -0.992
H -1.975 1.069 1.667
H -3.022 -2.367 -0.751
H 2.748 1.979 -1.660
H 1.513 1.026 -2.199
H 1.185 1.848 -0.587
H 2.496 0.902 1.178
H 4.202 0.635 0.606
H -0.530 -1.911 -0.355
H -1.997 1.320 -0.119
H 2.010 -1.361 -1.954
H 3.720 -1.201 2.058
H 3.087 -1.834 -0.780
H 2.525 -1.740 1.102
H -0.087 0.154 1.210
*
```

=====

ORCA calculation (the ωB97M-V functional and the def2-TZVPD basis) on C25H37BrI2N3O4SiSn as an isolated structure in a non-equilibrium geometry.

The calculation puts the frontier orbital gap at 5.00 eV.

The geometry in ORCA input format:
```
! wB97M-V def2-TZVPD RIJCOSX def2/J DEFGRID3
* xyz -1 1
Sn 8.567 11.862 8.874
N 9.829 13.290 7.489
C 9.757 12.832 6.077
C 8.405 12.200 5.870
O 7.964 11.917 4.706
N 7.595 12.025 6.965
C 6.360 11.279 6.809
C 6.024 10.485 8.067
O 5.195 9.560 8.028
O 6.652 10.970 9.077
H 9.431 14.266 7.555
H 10.745 13.325 7.915
H 10.514 12.008 5.926
H 9.753 13.624 5.291
H 6.503 10.566 6.011
H 5.580 11.966 6.422
I 10.798 12.296 14.067
C 9.630 13.537 12.911
C 9.323 14.870 13.328
C 8.360 15.688 12.717
I 8.426 17.689 13.283
C 7.633 15.139 11.637
C 6.316 15.513 11.304
C 5.655 14.871 10.246
C 6.244 13.813 9.569
N 7.550 13.483 9.912
C 8.070 13.888 11.101
C 9.104 13.129 11.677
O 9.636 12.143 11.016
H 9.880 15.242 14.203
H 5.800 16.348 11.794
H 4.637 15.126 9.991
H 5.703 13.127 8.943
C 12.686 6.664 7.327
C 13.670 7.097 8.436
C 14.227 5.912 9.202
C 14.838 7.754 7.629
Si 12.924 8.392 9.626
Br 12.309 10.017 8.032
C 11.149 8.006 10.447
C 11.283 6.640 11.218
C 10.564 8.971 11.504
C 10.097 7.679 9.334
C 14.174 9.037 10.971
C 15.607 9.177 10.470
C 13.501 10.524 11.230
C 14.167 8.293 12.370
H 13.103 6.060 6.548
H 12.255 7.537 6.796
H 11.812 6.140 7.638
H 14.835 5.264 8.532
H 13.378 5.326 9.628
H 14.937 6.218 10.018
H 15.139 6.982 6.874
H 15.795 8.035 8.125
H 14.604 8.644 7.074
H 11.932 6.725 12.041
H 11.648 5.845 10.551
H 10.254 6.383 11.591
H 11.055 8.987 12.495
H 9.555 8.613 11.724
H 10.559 9.998 11.147
H 10.174 6.696 8.977
H 10.124 8.315 8.398
H 9.065 7.859 9.706
H 15.658 9.882 9.609
H 15.939 8.199 10.142
H 16.297 9.513 11.255
H 12.917 10.950 10.439
H 14.240 11.301 11.450
H 12.789 10.575 12.097
H 14.548 7.259 12.267
H 13.090 8.261 12.747
H 14.754 8.913 13.084
*
```

=====

ORCA calculation (the ωB97M-V functional and the def2-TZVPD basis) on C26H39AsFNO2PtS2Si as an isolated structure.

The calculation puts the frontier orbital gap (spin up / spin down) at 7.63 / 6.30 eV.

The geometry in ORCA input format:
```
! wB97M-V def2-TZVPD RIJCOSX def2/J DEFGRID3
* xyz 0 3
Pt -0.354 -0.562 -0.110
C -1.695 -2.816 2.827
Si -1.138 -3.325 1.120
C -0.685 -5.141 1.007
C -2.550 -3.046 -0.070
N 0.265 -2.338 0.637
C 1.564 -2.591 1.034
C 1.869 -3.312 2.203
C 3.169 -3.551 2.605
C 4.235 -3.086 1.846
C 3.978 -2.374 0.684
C 2.675 -2.136 0.306
F 2.484 -1.452 -0.843
H -2.663 -3.273 3.050
H -1.816 -1.730 2.842
H -1.004 -3.089 3.624
H -1.498 -5.748 1.414
H 0.229 -5.407 1.536
H -0.556 -5.426 -0.041
H -3.337 -3.773 0.156
H -2.250 -3.196 -1.108
H -2.969 -2.044 0.024
H 1.055 -3.664 2.820
H 3.350 -4.100 3.520
H 5.255 -3.270 2.153
H 4.774 -1.993 0.059
C -0.281 5.033 -0.059
C -0.473 4.437 -1.446
S -0.933 2.692 -1.385
O -1.172 2.286 -2.809
C -2.564 2.901 -0.620
C -3.426 1.682 -0.907
H 0.081 6.058 -0.139
H 0.450 4.461 0.514
H -1.212 5.053 0.506
H 0.458 4.445 -2.015
H -1.237 4.949 -2.034
H -3.011 3.816 -1.015
H -2.381 3.005 0.451
H -3.568 1.556 -1.980
H -4.400 1.804 -0.434
H -2.961 0.780 -0.505
C -2.028 4.625 9.755
C -1.711 3.931 8.453
O -1.323 2.801 8.365
S -2.041 4.983 7.041
C -1.715 3.876 5.701
C -2.587 2.830 5.423
C -2.339 1.986 4.357
C -1.219 2.176 3.540
C -0.350 3.233 3.830
C -0.594 4.072 4.904
C -0.971 1.321 2.421
C -0.736 0.608 1.462
H -1.967 3.901 10.564
H -3.024 5.066 9.720
H -1.310 5.428 9.926
H -3.458 2.677 6.048
H -3.015 1.169 4.140
H 0.523 3.379 3.209
H 0.088 4.881 5.130
C -1.992 -0.835 -3.468
As -0.334 -1.063 -2.498
C 0.068 -2.931 -2.857
C 0.944 -0.154 -3.628
H -1.870 -1.173 -4.497
H -2.243 0.223 -3.447
H -2.776 -1.414 -2.982
H 0.044 -3.127 -3.929
H -0.669 -3.556 -2.354
H 1.054 -3.162 -2.459
H 0.947 -0.612 -4.617
H 1.933 -0.228 -3.182
H 0.638 0.888 -3.698
*
```